[1]
Here is C14H20AsI2N2OTl as an isolated structure from OMol25. Energies are from ωB97M-V/def2-TZVPD.

Values from the calculation:
Gap between HOMO and LUMO (spin up / spin down), eV: 6.2585 / 6.1788
E_HOMO (spin up / spin down), eV: -7.4 / -7.7

Geometry as ORCA input:
```
! wB97M-V def2-TZVPD RIJCOSX def2/J DEFGRID3
* xyz 0 1
Tl -0.641 -0.096 -0.057
I -0.187 -2.795 0.975
I 0.126 -5.884 0.239
N 2.863 -0.246 -3.324
C 3.264 -1.353 -2.605
C 2.334 -1.508 -1.627
N 1.391 -0.506 -1.720
C 1.739 0.231 -2.746
H 3.333 0.151 -4.118
H 4.144 -1.917 -2.860
H 2.271 -2.264 -0.861
H 1.233 1.118 -3.098
C -1.596 -1.597 -3.152
C -2.263 -0.666 -2.171
O -3.357 -0.254 -2.130
H -2.364 -2.115 -3.727
H -0.946 -2.288 -2.618
H -0.972 -0.988 -3.808
C 3.908 1.518 2.569
As 2.184 0.762 2.056
C 1.961 -0.434 3.578
C 1.011 2.250 2.645
C 1.209 2.758 4.040
C 0.545 2.172 5.118
C 0.749 2.623 6.414
C 1.623 3.674 6.660
C 2.285 4.272 5.596
C 2.076 3.818 4.301
H 3.880 1.902 3.588
H 4.187 2.315 1.880
H 4.651 0.723 2.500
H 2.250 0.053 4.509
H 2.580 -1.314 3.405
H 0.925 -0.766 3.635
H -0.007 1.881 2.507
H 1.167 3.043 1.912
H -0.140 1.351 4.937
H 0.217 2.157 7.234
H 1.782 4.028 7.670
H 2.961 5.099 5.774
H 2.593 4.296 3.476
*
```

[2]
Here is C14H20AuF3N4O3S2 as an isolated structure from OMol25. Energies are from ωB97M-V/def2-TZVPD.

Values from the calculation:
Gap between HOMO and LUMO, eV: 7.4627
E_HOMO, eV: -8.2

Geometry as ORCA input:
```
! wB97M-V def2-TZVPD RIJCOSX def2/J DEFGRID3
* xyz 0 1
Au 1.774 0.629 -0.215
S 3.966 -0.751 -3.590
C 3.703 -0.517 -2.025
N 3.536 -0.359 -0.860
F 2.678 5.243 2.471
C 2.516 4.609 1.313
F 3.209 5.240 0.371
F 1.218 4.652 0.986
S 3.085 2.867 1.486
O 4.480 2.951 1.754
O 2.800 2.363 0.089
O 2.212 2.266 2.457
C -1.245 -1.772 2.371
N -0.039 -1.615 1.577
C 1.150 -1.210 2.322
C -0.029 -1.751 0.237
N 0.856 -1.115 -0.502
N -0.923 -2.587 -0.342
C -1.264 -3.871 0.253
C -1.244 -2.447 -1.754
H -1.362 -0.897 3.013
H -1.191 -2.657 3.010
H -2.115 -1.847 1.726
H 1.171 -1.775 3.255
H 1.153 -0.144 2.558
H 2.045 -1.453 1.753
H 1.052 -1.521 -1.406
H -0.708 -4.022 1.174
H -0.995 -4.670 -0.441
H -2.333 -3.941 0.463
H -1.192 -1.400 -2.045
H -2.264 -2.794 -1.912
H -0.575 -3.041 -2.386
C 0.015 1.590 0.310
C -1.078 1.309 -0.666
C -2.290 0.762 -0.253
C -3.324 0.547 -1.157
C -3.159 0.875 -2.493
C -1.955 1.426 -2.919
C -0.929 1.643 -2.015
H -0.262 1.398 1.343
H 0.341 2.624 0.219
H -2.438 0.539 0.797
H -4.265 0.137 -0.810
H -3.964 0.714 -3.198
H -1.819 1.695 -3.958
H 0.002 2.079 -2.359
*
```

[3]
Here is C14H20BHfN3O5P2S as an isolated structure in a non-equilibrium geometry from OMol25. Energies are from ωB97M-V/def2-TZVPD.

Values from the calculation:
Gap between HOMO and LUMO, eV: 1.8488
E_HOMO, eV: -18.2

Geometry as ORCA input:
```
! wB97M-V def2-TZVPD RIJCOSX def2/J DEFGRID3
* xyz 4 1
C 2.063 2.740 -1.737
C 0.879 1.861 -2.468
C -0.392 2.749 -3.095
N 0.876 0.474 -2.591
C 0.555 -0.065 -1.192
C 1.770 -0.307 -0.116
C 1.511 -0.834 1.418
C -0.020 -1.170 1.903
B -0.241 -1.727 3.458
N -0.594 -3.205 3.603
O -0.132 -0.789 4.609
C -1.268 -0.938 0.826
C -2.863 -1.211 1.248
O -3.462 -2.338 0.504
O -4.705 -2.387 0.964
C -1.016 -0.404 -0.738
P -2.536 -0.220 -1.877
C -2.114 -0.397 -3.729
C -3.573 1.334 -1.488
C 2.956 -0.898 2.192
O 3.192 -1.303 3.458
N 3.935 -0.335 1.150
P 5.620 -0.888 1.325
S 6.903 -0.017 0.149
C 3.393 -0.117 -0.245
O 3.977 0.170 -1.411
H 3.136 2.581 -2.205
H 1.817 3.899 -1.843
H 2.124 2.553 -0.560
H -0.702 2.375 -4.161
H -1.250 2.728 -2.296
H -0.039 3.879 -3.197
H 0.150 -3.735 4.132
H -1.477 -3.316 4.188
H -0.104 0.135 4.176
H -3.024 -1.288 2.405
H -3.427 -0.215 0.909
H -5.177 -1.507 0.770
H -1.215 -1.155 -3.872
H -3.052 -0.933 -4.238
H -1.978 0.614 -4.312
H -4.469 0.972 -0.788
H -2.989 2.149 -0.869
H -4.065 1.733 -2.472
H 5.790 -2.332 1.240
H 6.022 -0.533 2.694
Hf -0.783 1.616 4.176
*
```

[4]
Here is a 4-piece molecular cluster, C14H20BrIN4O6PS overall in a non-equilibrium geometry from OMol25. Energies are from ωB97M-V/def2-TZVPD.

Values from the calculation:
Gap between HOMO and LUMO, eV: 6.1524
E_HOMO, eV: -11.7

Geometry as ORCA input:
```
! wB97M-V def2-TZVPD RIJCOSX def2/J DEFGRID3
* xyz 1 1
O -5.786 -1.126 -1.169
N -4.723 -0.632 -1.550
O -5.073 0.411 -2.370
C -4.167 1.511 -1.886
C -4.650 2.181 -0.478
C -3.542 3.351 -0.011
P -3.719 4.352 1.610
O -2.338 4.161 2.653
Br -5.453 3.359 2.731
C -2.334 3.450 -1.103
N -1.226 4.467 -0.751
C -0.293 3.706 -0.042
S 0.967 2.590 0.368
N -2.130 2.721 -2.385
I -0.489 3.049 -3.657
N -3.021 1.773 -2.774
H -5.611 1.914 0.140
H -2.157 5.070 3.050
C -1.915 0.512 3.042
C -2.826 -0.380 2.243
O -3.863 0.051 1.741
C -2.421 -1.821 2.082
H -2.334 1.523 3.075
H -1.830 0.136 4.065
H -0.930 0.556 2.570
H -2.358 -2.301 3.062
H -1.459 -1.880 1.566
H -3.173 -2.345 1.482
C 3.142 -1.073 2.437
C 2.073 -1.415 1.434
O 0.891 -1.497 1.763
C 2.506 -1.654 0.012
H 2.683 -0.928 3.421
H 3.864 -1.891 2.504
H 3.643 -0.147 2.145
H 3.200 -2.497 -0.029
H 2.979 -0.753 -0.388
H 1.629 -1.890 -0.600
C 4.585 -1.926 -3.857
C 5.193 -2.277 -2.526
O 5.129 -1.504 -1.571
C 5.882 -3.610 -2.407
H 4.122 -0.936 -3.796
H 5.362 -1.902 -4.626
H 3.814 -2.657 -4.118
H 6.716 -3.661 -3.110
H 5.169 -4.415 -2.603
H 6.272 -3.727 -1.390
*
```